# 1
Here is a structure of composition C20H20CoN5S2 from the Open Molecules 2025 dataset. Energies are from wB97M-V/def2-TZVPD.

```
48
Properties=species:S:1:pos:R:3
N 1.1745 1.3017 3.5677
H 4.9279 -0.8919 1.8744
C 6.0871 -4.0994 -2.4428
H 6.4143 -4.3614 -4.5428
H 4.8651 -2.5503 -5.1982
C 3.8125 -3.8405 3.1230
C 3.7479 -2.3492 0.8224
C 4.3393 -2.0624 -3.1845
H 0.9398 0.9841 4.4987
H 2.6602 -5.2969 2.0354
S 3.7483 -1.3543 -0.6288
N 0.0297 -0.5045 2.8759
H -0.7997 -2.2289 -2.5182
C -1.2798 -2.6886 -1.6636
C -1.2082 -2.1295 1.9253
H -1.5772 -3.3815 3.5745
N -0.9608 -2.2073 -0.4701
H 1.6536 2.1838 3.4539
S 1.0567 1.1729 0.9363
C 5.4171 -3.3869 -1.4581
H 3.6952 -1.2437 -3.4845
C 4.4235 -1.8492 1.9249
H 6.7724 -4.8855 -2.1565
H -2.9056 -4.1979 1.4284
C -2.1909 -3.7305 -1.8336
H -1.7964 -1.6644 3.9150
C 4.5357 -2.3874 -1.8469
C -2.4545 -3.7851 0.5369
C -1.5468 -2.7507 0.6293
H 2.0693 -1.2442 -2.0439
Co 0.5825 -0.8963 -0.0457
H 4.9828 -2.2464 3.9575
C -1.9511 -2.4345 3.1677
H -2.4241 -4.0822 -2.8288
C 3.0993 -3.5795 0.8386
C 3.1373 -4.3257 2.0025
C 5.8827 -3.8051 -3.7825
H 5.5829 -3.6158 -0.4139
C 4.4535 -2.6115 3.0879
H -3.4891 -5.0988 -0.8176
C -2.7794 -4.2880 -0.7205
N 2.1532 -1.3742 -1.0387
H -3.0147 -2.5566 2.9718
C 0.7827 0.6258 2.5156
H 2.5959 -3.9453 -0.0480
H 3.8482 -4.4363 4.0256
C 5.0112 -2.7893 -4.1536
N -0.2260 -1.2470 1.8298
```

Results
frontier orbital gap (alpha / beta) = 7.61 / 5.56 eV
charge = +2
energy relative to the best compared isomer or geometry (same formula, charge and spin) = 1.6 kcal/mol
⟨S²⟩ = 6.04
spin multiplicity = 5
electronic energy = -87797.242 eV



# 2
Here is the molecule CH5N3O2S from the Open Molecules 2025 dataset. Energies are from wB97M-V/def2-TZVPD.

```
12
Properties=species:S:1:pos:R:3
S 1.4525 0.1030 -0.1497
H 0.2788 -1.4570 -1.4974
N -1.7175 0.5097 -0.1684
H -1.5148 1.2170 -0.7471
C -0.7110 -0.5113 0.0649
O 1.7417 1.5115 -0.2279
H -1.7955 1.0234 0.7035
O 2.5861 -0.7902 -0.2095
N 0.4462 -0.2106 1.2260
H 0.1642 0.6570 1.7416
H -1.0946 -1.5206 0.3676
N 0.1639 -0.5319 -1.1035
```

Results
frontier orbital gap = 11.08 eV
energy relative to the best compared isomer or geometry (same formula, charge and spin) = 41.9 kcal/mol
spin multiplicity = 1
electronic energy = -20516.588 eV



# 3
Here is a structure of composition C4H7NO from the Open Molecules 2025 dataset. Energies are from wB97M-V/def2-TZVPD.

```
13
Properties=species:S:1:pos:R:3
C 0.6313 -1.5214 0.0445
H 0.1652 1.8630 0.9815
H 0.3893 -2.0690 -0.8860
O 1.2773 -0.3060 -0.2273
H -0.2223 0.1986 -1.5798
C 0.4322 0.6661 -0.8261
H -1.2268 1.9299 -0.1642
H -1.7002 0.4506 1.3200
C -0.6539 -1.4463 0.8566
H 1.0989 1.3597 -1.3465
N -1.1324 -0.2820 0.9968
H 1.3497 -2.1381 0.5971
C -0.4083 1.2949 0.2334
```

Results
frontier orbital gap = 8.56 eV
energy relative to the best compared isomer or geometry (same formula, charge and spin) = 119.1 kcal/mol
spin multiplicity = 1
electronic energy = -7794.478 eV



# 4
Here is a structure of composition C18H40BrCl18N5O12V from the Open Molecules 2025 dataset. Energies are from wB97M-V/def2-TZVPD.

```
95
Properties=species:S:1:pos:R:3
Cl -13.8650 -10.9690 3.1733
Cl -8.2352 -11.1424 9.1065
H -12.4789 -11.9757 4.7066
H -5.9080 -16.4171 11.7518
H -15.3763 -13.0796 11.7709
C -6.8908 -16.0055 11.5221
N -11.7932 -14.5150 10.8517
C -13.4378 -15.7050 17.4498
H -15.1504 -14.0670 13.0240
Cl -11.7296 -15.7849 2.8124
Cl -13.9354 -10.6831 10.7242
C -7.6562 -12.8596 8.9205
C -7.7739 -12.1717 15.4832
C -10.5650 -14.5584 4.7916
C -12.1389 -9.1141 9.3045
Cl -11.3402 -12.0457 15.5712
O -13.7156 -18.2113 8.6343
Cl -15.5998 -12.0690 15.3367
C -15.6782 -13.1362 12.8167
H -7.2385 -13.1925 9.8706
N -11.6376 -18.1661 12.0118
C -13.2927 -11.2558 4.7936
H -6.9795 -12.8357 15.8239
Cl -8.5753 -13.0108 14.0998
O -14.7420 -17.0326 11.1314
H -7.2308 -12.8088 6.7241
H -6.7443 -16.6758 9.4057
H -8.5764 -13.4256 8.7756
H -11.2793 -15.7550 14.3293
C -12.7561 -10.5236 9.4181
H -9.7075 -15.7248 14.1324
H -10.4709 -14.7032 13.3294
H -13.0644 -10.5798 16.3015
Br -14.9455 -14.8428 8.5607
O -12.2956 -17.1771 7.9374
H -9.5927 -14.3619 4.3398
C -13.9143 -14.9078 16.2241
Cl -17.4133 -13.4481 12.8210
O -11.0969 -17.3584 12.7335
H -8.4273 -10.1146 15.2699
H -11.4361 -8.8626 10.0988
H -14.9876 -14.7971 16.3788
Cl -15.3491 -10.4521 6.6174
O -12.0204 -19.2367 12.5455
Cl -9.9850 -10.2728 18.2123
H -14.2134 -11.7972 13.5036
H -6.9391 -14.9464 11.2687
H -5.8433 -12.4339 7.7824
H -11.8319 -11.6608 18.2465
C -14.3968 -11.7211 5.8141
H -12.8244 -10.3108 5.0688
C -7.3529 -16.8605 10.2909
Cl -6.5511 -10.2488 16.7837
O -16.3351 -16.9379 12.6119
V -13.2558 -16.4623 9.7031
Cl -7.8599 -16.4008 13.0111
H -11.9790 -16.3167 5.0728
Cl -13.4709 -15.6837 14.6486
H -15.9094 -11.0136 13.3444
C -15.2950 -11.8718 13.6165
H -10.4504 -16.6691 4.4978
H -13.4243 -13.9374 16.1441
H -13.9585 -15.3864 18.3528
H -13.6835 -16.7486 17.2533
H -10.4271 -14.4134 14.9754
H -11.9414 -11.2263 9.5929
H -7.4001 -17.9180 10.5509
O -14.7660 -18.3888 12.7484
C -11.2090 -15.8893 4.4305
N -10.5028 -15.1138 14.2516
Cl -6.2955 -14.7289 7.6780
H -11.5176 -9.6905 15.9447
O -12.0022 -17.8265 10.9110
H -15.1640 -12.4132 5.4670
N -13.0392 -18.1128 7.7154
C -7.4777 -10.6467 15.3276
H -13.2098 -10.7742 8.4592
H -8.4784 -12.3747 16.2898
Cl -10.3429 -14.6665 6.6066
O -12.9491 -18.8876 6.8742
C -11.9749 -10.6049 16.3226
C -6.7538 -13.0244 7.6802
O -12.8870 -14.9398 11.2848
H -11.2749 -13.7556 4.5929
O -11.7360 -14.8632 9.6955
Cl -11.6284 -15.6664 17.5554
H -14.0266 -12.2950 6.6636
O -10.8303 -14.2443 11.5860
H -12.8946 -8.3287 9.3185
Cl -8.8376 -16.3685 9.6301
Cl -11.2436 -8.9886 7.7798
N -15.2875 -17.4324 12.1696
C -11.5995 -10.6680 17.8613
H -12.3259 -10.1439 18.4824
H -6.8054 -10.4924 14.4836
```

Results
frontier orbital gap (alpha / beta) = 7.39 / 7.38 eV
charge = -1
energy relative to the best compared isomer or geometry (same formula, charge and spin) = 43.1 kcal/mol
⟨S²⟩ = 2.02
spin multiplicity = 3
electronic energy = -372459.448 eV



# 5
Here is the molecule C6H7N from the Open Molecules 2025 dataset. Energies are from wB97M-V/def2-TZVPD.

```
14
Properties=species:S:1:pos:R:3
H -1.3680 -0.2350 1.2934
C 1.8410 -0.2207 0.6346
C 1.9820 -2.1718 -1.5661
C -0.0330 0.9267 -0.8646
H -1.0210 1.3348 -0.4440
H 2.4876 0.5074 0.8076
H -0.2900 -1.6775 1.6032
H 0.8202 1.7120 -1.0750
N 2.2204 -3.0239 -2.3559
H -1.2794 -1.5703 0.0347
C 0.5205 -0.3142 -0.0053
H -0.2937 0.6500 -1.9844
C 1.4459 -1.1824 -0.8186
C -0.6477 -0.9690 0.7413
```

Results
frontier orbital gap (alpha / beta) = 8.16 / 8.33 eV
energy relative to the best compared isomer or geometry (same formula, charge and spin) = 164.4 kcal/mol
structure (SMILES) = CC1(C)C=C1C#N
spin multiplicity = 1
electronic energy = -7818.518 eV



# 6
Here is the molecule C5H8N2O from the Open Molecules 2025 dataset. Energies are from wB97M-V/def2-TZVPD.

```
16
Properties=species:S:1:pos:R:3
C -1.0790 1.2648 -0.0685
H -3.0584 0.5173 -0.3026
C 0.4647 0.9149 -0.0849
H -2.2170 -1.8266 0.2817
C -1.4605 -1.1432 -0.1310
H -1.0734 -1.4718 -1.2563
N -0.1480 -1.2581 0.6900
H 2.5086 -0.9108 0.6379
O 1.3760 1.7132 0.2314
H 1.7581 -2.2071 -0.6704
C -2.0306 0.4132 -0.1298
H 2.4616 -0.4424 -1.0064
N 0.7179 -0.3906 -0.2050
H -0.3835 -0.5491 1.5710
H -1.3041 2.3355 -0.3029
C 1.8238 -1.0513 -0.2855
```

Results
frontier orbital gap = 9.87 eV
energy relative to the best compared isomer or geometry (same formula, charge and spin) = 108.7 kcal/mol
structure (SMILES) = CN1NCC=CC1=O
spin multiplicity = 1
electronic energy = -10338.013 eV



# 7
Here is a structure of composition C16H30Br2F9I2N2NbO3PS2 from the Open Molecules 2025 dataset. Energies are from wB97M-V/def2-TZVPD.

```
68
Properties=species:S:1:pos:R:3
I 2.6367 1.9791 4.9185
C 3.1337 1.5492 1.9520
H 8.6885 2.5672 0.7187
F -4.2106 -1.3763 -0.5267
H -1.0706 -2.2079 2.1656
H 4.0494 1.8520 2.4496
C -5.6687 -1.0602 -4.1309
H -2.0856 -0.2508 1.7361
H 4.7335 -2.2776 1.7810
H -0.2569 -3.1199 1.1038
S -4.7794 -0.1814 -5.4191
F -5.7775 0.0772 -0.9175
H 5.6177 2.8167 0.3115
H 0.6213 2.6682 1.1646
H 4.8382 -3.5197 0.5082
C -4.6443 -1.0634 2.4559
O 6.1503 0.0671 0.6640
Br 2.6694 -2.0488 -1.6239
O -4.2551 -1.2030 -6.3606
H -6.9183 -0.2690 -6.4958
H 2.3147 -2.9590 2.0555
H 4.3894 -3.9511 2.1617
F -4.1177 -0.0487 3.1611
C -1.5089 0.2925 1.0037
H 3.5067 -1.0280 0.4700
F -6.3910 -1.5106 0.9786
C -5.4962 -0.5298 1.2688
C -2.2879 0.5511 -0.2912
H 6.8170 3.1545 -0.9786
C -6.2427 0.5293 -6.1880
C 2.1652 1.1426 3.0051
H -1.3040 1.2618 1.4488
H 5.4196 2.0970 -1.3032
C 2.8340 -2.9595 1.1127
F -3.6846 -1.8902 2.0368
H -6.3806 -1.7496 -4.5857
F -6.1929 0.5479 1.6770
H -5.9193 1.0939 -7.0595
P 0.9592 1.4252 -0.7805
C 2.6182 -1.6307 0.3187
H 3.4349 0.7858 1.2538
F -5.4700 -1.7542 3.2758
F -3.8937 1.6313 1.0990
H -6.1828 -0.3452 -3.4894
H 7.4093 2.2573 1.9356
C 4.3121 -3.1958 1.3907
C -3.7396 0.9435 -0.0556
H 3.1118 0.8340 -0.9218
H -4.9429 -1.6158 -3.5416
Nb 0.5643 -0.6573 0.7351
C -4.7640 -0.2381 -0.0639
N -0.1589 -2.3369 1.7466
N 0.5020 2.8318 0.1715
C 6.1432 2.4104 -0.5529
H 2.8380 2.4217 1.3925
I -0.1386 -0.2629 4.3770
H 1.1115 3.5852 -0.1149
H 8.7064 1.0648 1.6735
H -0.0157 -1.4625 -0.7906
C 1.1617 0.3194 2.7251
F -4.1332 1.8002 -1.0404
H -2.2083 -0.2960 -0.9544
C 8.0704 1.8063 1.1953
H -6.7345 1.1968 -5.4805
Br 2.2156 -4.5307 0.0893
H -1.8540 1.3949 -0.8045
S 7.0887 0.9657 -0.0554
O 2.5961 1.6091 -1.1619
```

Results
frontier orbital gap = 5.70 eV
charge = -1
spin multiplicity = 1
electronic energy = -239451.235 eV



# 8
Here is a structure of composition C32H53BeCl2F2KN7O7SiV from the Open Molecules 2025 dataset. Energies are from wB97M-V/def2-TZVPD.

```
107
Properties=species:S:1:pos:R:3
C -1.6195 -6.5349 -3.0772
H 3.8137 -5.9890 -2.3539
H 2.2658 -6.5687 1.6489
N -5.2769 2.7922 -2.7449
C 6.2883 -2.6346 1.7174
N -0.1597 0.6049 0.5212
C -4.7012 0.7728 -0.1584
H 2.8790 -4.9503 1.4191
F 4.0134 -4.2742 3.1019
C -0.3282 -0.2884 -0.5093
N -1.4982 -0.4633 -1.1363
H -3.0386 6.2886 2.9952
C -1.6099 -5.3247 -3.7281
Be -2.8354 5.9858 6.9397
H 0.7712 1.0006 0.5536
C -2.8710 -4.3057 -1.9551
H -1.7151 6.9002 -0.5270
H -1.4528 6.3761 5.3423
H 0.0127 7.9962 4.0976
H 1.5091 -2.2568 -3.4266
H -1.1003 -5.2001 -4.6807
C -5.9368 2.2822 -3.5373
C 3.7860 -6.1547 -1.2717
F -2.2846 2.0900 -0.5991
H -0.2401 5.0367 -1.1821
K -2.9745 -0.4235 -4.5687
C -2.2412 4.4982 0.5478
C 6.5527 -0.5501 3.6884
C 7.6121 -2.0427 2.0497
H -3.1074 -1.3425 -2.7585
Cl -5.2760 1.2888 1.4297
C -1.2263 -1.3993 -2.0365
C -0.9826 5.3713 0.8033
N 0.5961 -1.0945 -1.0288
H 8.4622 -2.4390 1.5095
O 0.3021 4.5095 2.4544
C 5.1020 -2.1045 2.4461
H 0.4519 7.7819 2.4088
H 1.0112 -8.1482 0.1360
C -1.1286 5.6151 4.6124
H 1.5587 -1.1231 -0.7232
C 1.2137 -7.7076 -0.8408
C 0.0986 4.9109 -0.1579
C -6.7905 1.6462 -4.5442
H 2.0339 -3.1237 -0.8954
C -2.2265 -4.2258 -3.1716
V 4.0558 4.7733 -1.2386
C -2.2555 -6.6086 -1.8549
C -2.2049 6.9852 2.8769
C 5.2286 -1.1370 3.3616
H 1.0179 5.4910 -0.0382
H 1.6165 -0.4124 1.2822
O 2.7707 5.7243 -1.7228
H 4.1466 -7.1491 -1.0161
H 2.7194 -3.8436 -2.3803
H -3.3706 -5.5695 -0.3367
H -0.3644 7.4059 0.4353
C 0.8532 -2.8161 -2.7453
H -3.0809 4.7971 1.1838
H -0.4398 0.2110 1.4128
H -3.2782 7.4811 1.0828
H -0.2215 5.1519 5.0048
C -1.3014 6.8444 0.4779
H -2.0330 3.4438 0.7386
H 4.3744 -5.3868 -0.7608
H -6.1992 1.3672 -5.4157
H -1.2653 -2.8142 -4.5439
H -1.9056 4.8503 4.5657
O 5.2506 3.7630 -0.6784
H -1.1300 -7.4075 -3.4863
H -3.6136 0.8849 -0.1965
H -7.2560 0.7553 -4.1253
N -0.6594 5.1870 2.2249
N -2.2033 -1.8160 -2.8764
C 2.0455 -5.6103 1.1666
C 7.7332 -1.0814 2.9600
C -0.9014 6.2624 3.2353
H 2.3294 -0.4613 2.6288
C -2.1581 -2.8789 -3.9172
N 0.0384 -1.8536 -2.0106
H 0.3067 -3.5433 -3.3341
H -7.5694 2.3384 -4.8566
H 0.3351 3.8536 -0.0321
Cl -5.1616 -0.9355 -0.4775
O 1.0975 -4.8450 -1.5642
H -2.3923 7.7807 3.5968
C 0.2555 7.2532 3.3410
C 1.7934 -3.6447 -1.8323
H -2.0176 8.6162 1.4620
C -2.2552 7.5521 1.4508
H 8.6891 -0.6420 3.2142
C -2.8795 -5.5241 -1.3005
H 1.0923 -5.2632 1.5702
H 4.3824 -0.7393 3.9067
H 1.9317 -8.3672 -1.3389
H 1.1799 6.7608 3.6468
O 2.2493 -0.9270 1.7891
O 6.1782 -3.5031 0.8869
H -5.1579 1.3963 -0.9122
H 0.3105 -7.7171 -1.4555
O 6.6588 0.3223 4.5190
H -3.0748 -2.8526 -4.5728
H -2.2329 -7.5660 -1.3473
H -3.3447 -3.4508 -1.4890
H -2.5643 4.5765 -0.4859
H 4.1405 -2.5497 2.1886
Si 1.9983 -5.9908 -0.6773
```

Results
frontier orbital gap = 1.28 eV
charge = +2
spin multiplicity = 1
electronic energy = -139546.779 eV